Computed, not measured: C7H11N in the gas phase in a non-equilibrium geometry, with ωB97M-V/def2-TZVPD.

Last column: Mulliken charge in e.
CARTESIAN COORDINATES (ANGSTROEM)
1 C -0.4378 -0.0056 -2.3571  -0.983
2 C -0.1836 0.1747 -1.0393  -0.094
3 C 1.0331 0.4870 -0.2140  0.022
4 C 1.1802 -0.8956 0.5062  -0.754
5 C -0.3203 -1.2917 0.7672  -0.765
6 C -1.1640 -0.1521 0.0898  0.107
7 N -1.0522 1.2399 0.8110  -0.489
8 C 0.3659 1.5728 0.7896  -0.654
9 H 0.3008 0.1205 -3.1287  0.308
10 H -1.4236 -0.3467 -2.6128  0.254
11 H 1.9894 0.7884 -0.6040  0.463
12 H 1.5491 -1.6244 -0.2334  0.350
13 H 1.6608 -1.0752 1.5093  0.274
14 H -0.4684 -2.2729 0.0928  0.231
15 H -0.4879 -1.5652 1.7762  0.418
16 H -2.1799 -0.5415 -0.1838  0.413
17 H -1.5585 1.2938 1.6926  0.261
18 H 0.7484 1.4579 1.7993  0.309
19 H 0.4484 2.6358 0.5391  0.330

Energy above the lowest of the compared OMol25 structures with the same formula, charge and spin   226.9 kJ/mol
Kohn-Sham gap   9.49 eV
SMILES   C=C1[C@@H]2CC[C@H]1NC2
LUMO level   1.072 eV


Computed, not measured: C7H11N in the gas phase in a non-equilibrium geometry, with ωB97M-V/def2-TZVPD.

Last column: Mulliken charge in e.
CARTESIAN COORDINATES (ANGSTROEM)
1 C -2.7502 -0.2692 -0.6768  -0.771
2 C -1.4776 -0.5593 -0.2739  0.069
3 C -0.9800 0.4676 0.6899  -1.299
4 C 0.4946 0.6138 0.8283  0.718
5 C 0.8941 -0.8631 0.8555  -0.865
6 C 1.8634 -1.0592 -0.0361  -0.307
7 N 2.1135 0.0088 -0.8563  -0.176
8 C 1.1949 1.1019 -0.4050  -0.927
9 H -3.1070 0.7891 -0.5095  0.241
10 H -3.2585 -1.1047 -1.2546  0.244
11 H -0.8796 -1.4342 -0.5234  0.344
12 H -1.3355 0.0757 1.5913  0.370
13 H -1.5306 1.4074 0.6158  0.444
14 H 0.7457 1.1566 1.7135  0.457
15 H 0.5046 -1.7129 1.5297  0.327
16 H 2.5408 -1.9174 -0.0344  0.417
17 H 2.6468 -0.0252 -1.6494  0.112
18 H 0.5925 1.2333 -1.2917  0.314
19 H 1.7280 2.0908 -0.3126  0.289

Energy above the lowest of the compared OMol25 structures with the same formula, charge and spin   308.0 kJ/mol
Kohn-Sham gap   8.45 eV
SMILES   C=CC[C@H]1C=CNC1
LUMO level   1.121 eV


Computed, not measured: a gas-phase ion, C7H11N (charge +1) in a non-equilibrium geometry, with ωB97M-V/def2-TZVPD.

Last column: Mulliken charge in e.
CARTESIAN COORDINATES (ANGSTROEM)
1 C 1.8855 -0.2876 -1.4391  -1.040
2 C 1.1472 0.8543 -0.7172  -0.465
3 C 0.2625 0.5777 0.4136  0.589
4 C 0.2768 0.8666 1.8275  -0.518
5 N -0.8762 0.5461 2.3915  -0.146
6 C -1.7062 -0.2009 1.4915  -0.616
7 C -1.0098 -0.1795 0.2865  0.518
8 C -1.4020 -0.9355 -1.0034  -1.228
9 H 2.8493 -0.0902 -1.7864  0.371
10 H 1.8482 -1.3523 -1.1063  0.316
11 H 1.2560 -0.4864 -2.3418  0.293
12 H 0.3299 1.2650 -1.2770  0.366
13 H 1.8410 1.5873 -0.1505  0.333
14 H 0.9979 1.4732 2.3187  0.442
15 H -0.7580 0.1454 3.4112  0.353
16 H -2.7022 -0.3842 1.6536  0.470
17 H -1.1297 -0.4246 -2.0289  0.230
18 H -0.6944 -1.7720 -0.9711  0.308
19 H -2.4158 -1.2026 -0.9724  0.424

Charge   +1
Energy above the lowest of the compared OMol25 structures with the same formula, charge and spin   226.1 kJ/mol
Kohn-Sham gap (spin up / spin down)   10.66 / 6.69 eV
Spin multiplicity   2
Expectation value of S²   0.77
LUMO level (spin up / spin down)   -3.717 / -7.400 eV


Computed, not measured: a molecular structure, C7H11N2 in a non-equilibrium geometry, with ωB97M-V/def2-TZVPD.

Last column: Mulliken charge in e.
CARTESIAN COORDINATES (ANGSTROEM)
1 C 0.2535 0.0764 1.7465  -0.025
2 C -0.9240 -0.9709 -1.0675  -1.165
3 C 0.5256 -0.5423 -1.4814  -0.491
4 C -1.1531 0.7422 0.7051  -0.860
5 C 1.1242 1.3454 0.1239  -0.827
6 C -0.8567 -0.8247 0.4340  0.181
7 C 1.2943 -0.1407 -0.3018  0.200
8 N 0.6140 -0.8673 0.7929  -0.243
9 N 0.1367 1.2989 1.2429  -0.139
10 H -0.3321 -0.2978 2.5295  0.495
11 H -1.6877 -0.3974 -1.4927  0.385
12 H -1.1449 -2.0276 -1.3519  0.333
13 H 1.1171 -1.4177 -1.8368  0.357
14 H 0.4261 0.3063 -2.2081  0.321
15 H -1.3895 1.1991 -0.1452  0.549
16 H -1.9552 0.7256 1.4499  0.391
17 H 2.0915 1.7584 0.6215  0.291
18 H 0.9195 2.1150 -0.5741  0.414
19 H -1.4823 -1.4843 1.0902  0.500
20 H 2.4230 -0.5967 -0.2768  0.334

Charge   +1
Energy above the lowest of the compared OMol25 structures with the same formula, charge and spin   509.1 kJ/mol
Kohn-Sham gap   9.72 eV
LUMO level   -5.412 eV


Computed, not measured: a gas-phase ion, C7H11N2 (charge +1) in a non-equilibrium geometry, with ωB97M-V/def2-TZVPD.

Last column: Mulliken charge in e.
CARTESIAN COORDINATES (ANGSTROEM)
1 C -0.1946 -1.3159 -1.8636  -0.459
2 C 1.5412 0.8483 -0.5685  -0.471
3 C -0.3367 0.2713 1.1878  0.096
4 C -0.5572 -1.7391 -0.4552  0.288
5 C 1.1484 0.2953 0.8228  -0.008
6 C -1.0066 -0.8523 0.6139  -0.797
7 C -0.9756 1.7538 0.8761  -1.180
8 N 0.8640 -1.5166 -0.7888  -0.029
9 N 1.6563 -0.5934 -0.2768  -0.189
10 H -0.2688 -2.0909 -2.5238  0.293
11 H -0.3734 -0.3343 -2.2294  0.229
12 H 0.8045 1.0706 -1.3492  0.103
13 H 2.4545 1.4915 -0.5708  0.312
14 H -0.3748 0.0915 2.2817  0.439
15 H -0.8701 -2.8492 -0.4512  0.416
16 H 1.9165 0.4795 1.6542  0.425
17 H -1.8264 -1.2240 1.2087  0.436
18 H -1.2461 1.7383 -0.1605  0.389
19 H -0.3511 2.6424 1.2585  0.319
20 H -2.0040 1.8332 1.3342  0.386

Charge   +1
Energy above the lowest of the compared OMol25 structures with the same formula, charge and spin   682.4 kJ/mol
Kohn-Sham gap (spin up / spin down)   6.58 / 8.26 eV
LUMO level (spin up / spin down)   -6.310 / -5.282 eV


Computed, not measured: 2 unconnected molecules or ions with the total composition C7H11N2O2 in a non-equilibrium geometry, with ωB97M-V/def2-TZVPD.

Last column: Mulliken charge in e.
CARTESIAN COORDINATES (ANGSTROEM)
1 C 0.1706 3.2855 0.9856  -0.892
2 C -1.2321 3.0263 0.7418  0.635
3 O -1.4527 2.7387 -0.4409  -0.740
4 O -2.1528 2.9396 1.6087  -0.754
5 H 0.3963 4.1737 0.4404  0.285
6 H 0.9717 2.7406 0.3945  0.260
7 H 0.6990 3.3611 1.9953  0.285
8 C 1.0289 -2.6141 -0.4887  -0.220
9 C 1.2283 -2.7985 1.0092  -0.873
10 C 0.0986 -1.5534 -0.8231  0.454
11 C -0.1630 -0.3568 -0.0554  -0.439
12 C -1.4317 -0.4369 -1.8933  -0.347
13 N -0.6373 -1.5200 -2.0079  -0.699
14 N -1.1033 0.3351 -0.7591  -0.062
15 H 1.9456 -2.3149 -1.1119  0.184
16 H 0.8689 -3.7190 -1.0381  0.177
17 H 0.3753 -3.4877 1.3401  0.214
18 H 0.4274 0.0448 0.7852  0.189
19 H -2.1644 -0.1478 -2.6702  0.378
20 H -1.3362 1.3972 -0.6372  0.392
21 H 1.3707 -1.7524 1.3436  0.215
22 H 2.0922 -3.3409 1.2814  0.357

Charge   -1
Energy above the lowest of the compared OMol25 structures with the same formula, charge and spin   202.5 kJ/mol
Kohn-Sham gap   7.95 eV
LUMO level   3.554 eV


The evaluated E for the records listed, in turn: -328.00154 -327.97068 -327.71657 -382.42970 -382.36371 -533.33785 a.u..